No. 1
Below is a cluster of 2 separate species, C18H28BN2O12P in total in a non-equilibrium geometry, with properties calculated with wB97M-V/def2-TZVPD.

Geometry as XYZ:
```
62
Properties=species:S:1:pos:R:3
P -2.321 0.789 -2.633
O -4.476 2.393 0.699
O 2.518 -0.088 -0.267
O 1.697 0.874 3.653
O 6.076 0.395 4.105
O 7.118 0.888 7.368
O 2.347 -1.983 3.880
O 4.299 -1.184 4.655
O -1.836 0.862 -4.236
O 8.195 0.920 4.643
O 5.208 0.369 6.302
O 3.772 1.112 4.473
O -4.558 0.465 -0.270
N 1.365 -0.414 -0.697
N -1.727 2.276 -1.964
C -2.304 -1.890 -2.092
C 2.355 -0.876 -2.852
C 1.160 -0.177 -2.125
C -5.497 -0.257 -1.067
C -0.077 -0.943 -2.594
C 0.483 -0.906 1.493
C 2.731 0.408 4.053
C -4.769 1.789 -0.231
C 0.257 -0.066 0.202
C 0.293 1.392 0.710
C 7.060 0.686 4.950
C -4.873 -1.373 -1.898
C -1.393 -0.649 -1.816
C 3.068 -1.070 4.170
C 1.216 1.293 -2.567
C 6.502 0.669 6.363
C -1.168 -0.417 -0.295
C -3.603 -2.016 -1.265
B 4.840 0.173 4.883
H -1.840 0.380 0.020
H -4.583 -1.003 -2.874
H 1.311 1.738 0.871
H 2.232 1.615 -2.765
H 0.748 -1.926 1.216
H -0.179 -0.856 -3.673
H 0.657 1.366 -3.499
H 2.503 -1.832 -2.358
H -5.167 2.272 -1.133
H 0.153 -1.994 -2.394
H -1.983 2.396 -0.991
H -0.409 -0.881 2.109
H 1.305 -0.472 2.051
H -3.506 -1.718 -0.226
H -0.190 1.402 1.680
H -1.222 1.609 -4.342
H 0.755 1.995 -1.883
H -6.322 -0.653 -0.476
H -5.950 0.453 -1.765
H 2.031 -1.055 -3.875
H -1.494 -1.314 0.224
H -1.705 -2.775 -1.889
H -0.199 2.089 0.036
H 3.239 -0.259 -2.815
H -5.619 -2.142 -2.081
H -2.115 3.036 -2.512
H -3.834 -3.081 -1.243
H -2.574 -1.837 -3.147
```

Multiplicity: 2
Total charge: -1
Frontier orbital gap (alpha / beta) in Ha: 0.2976 / 0.3000
E_tot in eV: -56641.7205
HOMO energy (alpha / beta) in eV: -6.115 / -6.180
M in g/mol: 506.21
Max |F| in eV/Å: 5.0

No. 2
Below is a structure of composition C18H28Br2N3ORhSSi in a non-equilibrium geometry, with properties calculated with wB97M-V/def2-TZVPD.

Geometry as XYZ:
```
55
Properties=species:S:1:pos:R:3
Rh 0.279 -0.426 -0.189
Br 2.628 -0.572 -0.327
Br 0.518 1.043 1.965
S -2.678 0.993 0.051
Si -0.006 -2.696 0.811
O -1.811 -0.275 -0.107
N 0.045 0.555 -2.059
N 0.184 -0.750 -10.863
N -0.053 0.780 -4.239
C 0.073 -0.163 -8.343
C 2.198 1.414 1.429
C -0.268 1.865 -2.344
C -0.329 2.011 -3.692
C -0.119 1.466 -6.586
C 0.177 -1.173 -7.393
C -4.022 2.171 2.113
C -4.054 0.716 -1.068
C 0.164 -0.068 -3.217
C -0.079 1.156 -7.935
C 0.064 -3.550 -0.813
C -3.505 0.816 1.637
C -4.553 -0.721 -1.094
C -0.011 0.455 -5.647
C -1.653 -2.716 1.616
C 0.131 -0.488 -9.749
C 1.370 -2.950 1.999
C 0.133 -0.865 -6.045
H -0.218 -4.596 -0.635
H 1.064 -3.537 -1.245
H -3.726 -1.422 -1.194
H -4.788 2.570 1.449
H -0.534 2.885 -4.280
H 2.340 -2.986 1.508
H -3.220 2.904 2.192
H -5.127 -0.978 -0.206
H -4.473 2.057 3.097
H -1.860 -3.755 1.899
H 1.392 -2.183 2.774
H -0.166 1.942 -8.671
H -1.668 -2.119 2.530
H 2.317 2.099 0.599
H -4.302 0.083 1.532
H -2.439 -2.376 0.947
H 0.289 -2.200 -7.710
H -3.684 1.036 -2.043
H 0.435 -1.101 -3.335
H -2.739 0.413 2.302
H -4.818 1.426 -0.743
H 0.209 -1.670 -5.329
H 1.183 -3.912 2.490
H 3.010 1.078 2.062
H -5.209 -0.845 -1.954
H -0.223 2.501 -6.296
H -0.653 -3.137 -1.525
H -0.416 2.608 -1.580
```

Total charge: +2
Frontier orbital gap (alpha / beta) in Ha: 0.1854 / 0.1887
Relative energy (zero: lowest compared OMol25 entry of this formula, charge and spin) in eV: 2.718
E_tot in eV: -187426.9290
HOMO energy (alpha / beta) in eV: -14.009 / -14.007
M in g/mol: 625.31
Max |F| in eV/Å: 2.4

No. 3
Below is a structure of composition C18H28Cl4O8 in a non-equilibrium geometry, with properties calculated with wB97M-V/def2-TZVPD.

Geometry as XYZ:
```
58
Properties=species:S:1:pos:R:3
Cl 1.573 -3.264 -0.810
Cl -1.236 1.982 -3.663
Cl -0.583 -2.234 -2.616
Cl -2.328 -0.616 -3.415
O 1.195 1.089 1.108
O -0.233 -0.015 -0.277
O -1.497 0.788 4.407
O 2.791 1.006 -3.018
O -2.622 -0.606 2.977
O -1.712 5.454 -1.222
O -1.505 3.172 -0.963
O 1.009 -0.319 -2.915
C 3.882 1.415 -2.143
C -0.537 2.161 -0.867
C 2.496 -0.072 -0.921
C 0.466 0.132 0.901
C -0.825 0.317 -3.220
C -2.088 -0.232 4.248
C -1.172 -1.011 -0.254
C 0.476 -3.610 -2.179
C 0.492 4.380 -1.317
C 3.646 0.865 -0.784
C -0.512 -2.009 0.695
C -2.540 -2.438 4.155
C 0.730 2.998 -0.582
C 0.215 -1.139 1.694
C -0.987 4.436 -1.155
C -3.044 -1.950 2.798
C -2.354 -1.389 5.173
C 2.010 0.168 -2.352
H 0.764 2.970 0.507
H -1.198 -2.617 1.285
H -0.158 -4.491 -2.079
H -2.600 -2.450 1.938
H -1.644 -3.030 3.965
H 3.383 1.654 -0.080
H 1.585 2.439 -0.965
H -3.276 -1.404 5.754
H -1.070 -1.420 -1.259
H 2.767 -1.127 -0.880
H -0.672 1.492 -0.017
H 1.209 -1.502 1.955
H 0.845 4.372 -2.348
H 4.763 0.905 -2.533
H -4.109 -2.166 2.717
H 0.292 -2.592 0.245
H 1.663 0.113 -0.243
H 1.139 -3.815 -3.021
H -3.190 -3.225 4.537
H 0.788 5.304 -0.821
H -0.528 1.511 -1.742
H -2.186 -0.732 0.032
H 4.536 0.344 -0.432
H -0.067 -0.078 -3.896
H -1.413 -1.546 5.700
H -0.363 -0.979 2.604
H -0.522 0.119 -2.192
H 4.053 2.490 -2.216
```

Total charge: 0
Frontier orbital gap in Ha: 0.3473
Relative energy (zero: lowest compared OMol25 entry of this formula, charge and spin) in eV: 9.454
E_tot in eV: -85579.6724
HOMO energy in eV: -9.306
M in g/mol: 514.23
Max |F| in eV/Å: 10.3